Entry 1:
Formula: C20H26FN2O9P
Source: the Open Molecules 2025 dataset
Level of theory: the ωB97M-V functional and the def2-TZVPD basis

The geometry in XYZ format:
```
59
Properties=species:S:1:pos:R:3:forces:R:3
P 3.932959 -2.611863 0.617890 -0.1 -0.1 -0.4
F 4.046496 -0.752693 -3.625515 0.1 0.1 0.0
O 4.830820 0.244531 0.050043 0.3 -0.2 -0.4
O -3.959166 1.244748 2.312491 0.0 0.5 -0.3
O 1.180210 4.588348 -3.381682 -0.3 0.3 0.1
O -3.368997 7.162697 -4.881310 0.3 -0.3 -0.1
O 3.749921 1.022890 -4.874290 0.0 0.1 -0.6
O -0.225505 0.343075 0.052004 -0.4 -0.3 -0.4
O -1.464055 4.195552 -5.458603 -0.6 0.3 0.0
O 0.918163 2.823914 -2.240134 0.2 0.4 -0.6
O -3.300270 -0.843943 2.819476 0.0 0.1 -0.1
N 3.653383 -4.008972 -0.078538 -0.1 -0.1 0.3
N 0.733409 3.505509 -3.447201 0.4 -0.5 0.4
C -1.767558 -2.404950 3.773891 0.1 -0.1 -0.5
C 0.819293 1.380816 -2.459735 -0.3 0.0 0.2
C 3.004758 0.644267 -1.427356 -0.1 -0.2 0.0
C 1.625791 0.666293 -1.426721 0.0 -0.1 0.1
C -4.522797 0.393329 4.446071 -0.1 0.0 0.0
C -1.677341 -3.362930 2.569079 0.1 -0.3 0.5
C -3.917408 0.340416 3.084379 -0.7 -0.5 -0.1
C 0.662887 -2.355704 0.518519 -0.3 0.3 0.2
C 3.863115 0.584961 -3.782904 0.0 -0.1 0.6
C -1.543513 5.402062 -5.128560 3.4 -0.9 0.2
C 3.846405 1.325709 -2.476235 -0.3 -0.1 0.2
C 3.691787 -0.080017 -0.385146 0.0 0.0 0.1
C -0.257429 -3.880613 2.328808 -0.1 0.0 -0.7
C 2.954432 -1.233080 0.097176 -0.2 0.1 0.2
C -3.292216 5.947560 -5.190311 -2.9 0.9 -0.1
C 0.798241 -2.830909 1.959546 -0.1 -0.5 0.4
C 1.561337 -1.225838 0.099130 0.1 0.2 -0.4
C -1.962430 -0.958346 3.362060 0.2 -0.2 0.3
C -4.800916 -0.680634 5.187145 -0.2 0.2 0.2
C 0.894297 -0.036319 -0.388869 0.2 0.0 0.3
H -3.724375 5.193864 -4.504197 0.5 0.0 0.3
H -3.526370 5.651551 -6.232891 0.6 0.1 -0.1
H -1.866042 -0.312305 4.241483 -0.1 0.1 -0.1
H 3.849842 -2.666628 2.029271 0.2 0.0 0.1
H -2.280005 -4.249350 2.795391 -0.2 0.1 -0.2
H -2.094109 -2.898023 1.674114 0.0 0.0 0.0
H -1.236387 -0.631492 2.611356 -0.2 0.0 -0.1
H -0.839666 -2.509415 4.344585 -0.1 0.2 0.1
H 5.227839 -2.129293 0.397396 0.1 0.1 0.1
H 0.077046 -4.482239 3.181730 -0.1 0.1 0.1
H -4.729013 1.389389 4.826727 0.9 0.1 0.3
H 1.760860 -3.321828 2.126794 0.1 0.3 -0.1
H -2.609673 -2.685234 4.412954 0.1 0.1 0.1
H -0.309363 -4.571050 1.476058 0.1 -0.1 0.1
H 1.163758 1.172157 -3.475897 0.0 0.1 0.1
H -0.229681 1.101299 -2.365883 0.0 0.0 0.0
H 0.764344 -3.203760 -0.169736 0.2 0.0 0.1
H -0.358449 -1.977445 0.402780 0.1 0.0 -0.1
H -1.073591 6.154953 -5.794954 -0.6 0.1 -0.3
H 0.734571 -1.979232 2.646191 0.1 0.0 -0.1
H 3.404930 -4.721326 0.598891 0.0 0.0 -0.1
H -5.168710 -1.608380 4.765622 1.1 -0.4 -0.2
H 4.875645 1.348834 -2.103777 0.0 0.1 0.0
H -4.710418 -0.624902 6.267967 -1.1 0.2 0.1
H 3.478586 2.330849 -2.689327 0.3 0.0 0.0
H -1.289669 5.679138 -4.087247 -0.7 -0.1 0.2
```
Positions in Å, forces in eV/Å.

## Properties
Total energy   -2005.29080 hartree
Energy above the lowest of the compared OMol25 structures with the same formula, charge and spin   0.0 kJ/mol
Kohn-Sham gap   0.06132 Eh
Total charge   -2

Mulliken charges in e: atom 1 (P): 0.19, atom 2 (F): -0.26, atom 3 (O): -0.87, atom 4 (O): -0.52, atom 5 (O): -0.40, atom 6 (O): -0.56, atom 7 (O): -0.56, atom 8 (O): -0.81, atom 9 (O): -0.51, atom 10 (O): -0.18, atom 11 (O): -0.28, atom 12 (N): -0.81, atom 13 (N): 0.18, atom 14 (C): -0.73, atom 15 (C): -1.20, atom 16 (C): 0.90, atom 17 (C): 0.76, atom 18 (C): -0.27, atom 19 (C): -0.67, atom 20 (C): 0.39, atom 21 (C): -1.11, atom 22 (C): 0.65, atom 23 (C): -0.10, atom 24 (C): -1.06, atom 25 (C): -0.25, atom 26 (C): -1.36, atom 27 (C): 0.65, atom 28 (C): -0.21, atom 29 (C): 0.20, atom 30 (C): 0.33, atom 31 (C): -0.39, atom 32 (C): -0.54, atom 33 (C): -0.36, atom 34 (H): 0.24, atom 35 (H): 0.21, atom 36 (H): 0.40, atom 37 (H): 0.02, atom 38 (H): 0.32, atom 39 (H): 0.39, atom 40 (H): 0.25, atom 41 (H): 0.46, atom 42 (H): 0.03, atom 43 (H): 0.38, atom 44 (H): 0.37, atom 45 (H): 0.26, atom 46 (H): 0.35, atom 47 (H): 0.46, atom 48 (H): 0.38, atom 49 (H): 0.40, atom 50 (H): 0.42, atom 51 (H): 0.37, atom 52 (H): 0.23, atom 53 (H): 0.21, atom 54 (H): 0.25, atom 55 (H): 0.31, atom 56 (H): 0.40, atom 57 (H): 0.24, atom 58 (H): 0.20, atom 59 (H): 0.21

---

Entry 2:
Formula: C14H9AsEuN2O10S
Source: the Open Molecules 2025 dataset
Level of theory: the ωB97M-V functional and the def2-TZVPD basis

The geometry in XYZ format:
```
38
Properties=species:S:1:pos:R:3:forces:R:3
Eu 1.834325 -0.106267 -0.950324 0.2 1.0 0.6
As 0.481959 -2.598675 -1.460623 -0.6 -1.2 0.2
S 2.581173 -2.248234 1.451898 0.4 0.0 -0.1
O 2.852851 1.596776 -2.124675 0.3 0.6 -0.6
O 1.919156 -2.089182 -2.109059 0.1 -0.9 0.0
O -0.484493 -1.129317 -1.881634 -0.4 -0.1 0.2
O 0.117474 0.976434 1.499588 -0.2 0.1 -0.3
O -0.237108 -3.974484 -1.944314 -0.1 -0.2 -0.1
O 1.630627 0.917686 -3.877356 0.0 0.3 -0.1
O 3.203992 -2.483643 2.732792 -0.4 0.1 0.3
O 2.789704 -3.287182 0.472544 0.1 -0.1 -0.2
O -2.087445 1.815666 1.646697 0.1 0.0 0.1
O 2.873798 -0.884262 0.939001 0.5 -0.4 0.8
N 1.114723 1.730012 3.591858 0.1 -0.1 0.0
N 0.355448 1.912926 -1.032914 0.2 0.2 -0.1
C -1.732716 3.095878 -1.016785 -0.1 0.0 0.0
C -1.382203 -2.241262 0.635763 0.0 0.0 0.0
C 1.819368 1.612993 -2.871883 -0.3 0.4 -0.4
C -0.755302 2.295612 -0.335679 0.1 -0.2 0.0
C 0.650623 1.375493 2.594999 -0.1 0.1 0.1
C 0.802769 -2.177921 1.599629 0.2 -0.2 0.0
C -0.262199 3.193671 -2.943436 0.1 -0.1 -0.3
C -1.934602 -2.031036 1.891500 0.0 0.0 0.0
C 0.594704 2.337984 -2.280352 -0.3 0.1 0.4
C -1.115923 -1.887273 3.004326 0.0 0.0 0.0
C 0.260472 -1.966386 2.857856 -0.2 0.0 -0.1
C -0.883063 1.942797 0.991302 0.1 0.2 0.0
C -0.000292 -2.312885 0.462565 0.2 0.1 0.0
C -1.453928 3.540102 -2.277430 0.0 0.0 0.0
H -2.502944 0.984401 1.371291 -0.1 -0.1 -0.1
H -0.510418 -1.084204 -2.840165 0.1 0.3 -0.4
H -3.012113 -1.978498 1.998170 0.0 0.0 0.0
H -1.547680 -1.703020 3.980415 0.0 0.0 0.0
H -0.056153 3.511594 -3.955680 0.0 0.0 0.0
H -2.646776 3.375830 -0.510482 0.0 0.0 0.0
H -2.180847 4.169990 -2.782564 0.0 0.0 0.0
H 0.931963 -1.852355 3.698383 0.0 0.0 0.0
H -2.028928 -2.349766 -0.225216 0.0 0.0 0.0
```
Positions in Å, forces in eV/Å.

## Properties
Total energy   -4745.22775 hartree
2S+1   8
Energy above the lowest of the compared OMol25 structures with the same formula, charge and spin   102.4 kJ/mol
Kohn-Sham gap (spin up / spin down)   0.21210 / 0.21821 Eh
Total charge   -2
<S²>   15.759

Mulliken charges in e: atom 1 (Eu): 1.10, atom 2 (As): 1.03, atom 3 (S): 1.51, atom 4 (O): -0.76, atom 5 (O): -0.64, atom 6 (O): -0.57, atom 7 (O): 0.11, atom 8 (O): -0.90, atom 9 (O): -0.67, atom 10 (O): -0.77, atom 11 (O): -0.67, atom 12 (O): -0.54, atom 13 (O): -0.64, atom 14 (N): -0.82, atom 15 (N): -0.18, atom 16 (C): -0.97, atom 17 (C): -0.51, atom 18 (C): 0.46, atom 19 (C): 0.95, atom 20 (C): 0.83, atom 21 (C): 0.26, atom 22 (C): -0.99, atom 23 (C): -0.79, atom 24 (C): 0.60, atom 25 (C): -0.23, atom 26 (C): -0.65, atom 27 (C): -1.00, atom 28 (C): 0.04, atom 29 (C): 0.04, atom 30 (H): 0.30, atom 31 (H): 0.29, atom 32 (H): 0.42, atom 33 (H): 0.35, atom 34 (H): 0.37, atom 35 (H): 0.37, atom 36 (H): 0.38, atom 37 (H): 0.48, atom 38 (H): 0.39

---

Entry 3:
Formula: C6H11NO
Source: the Open Molecules 2025 dataset
Level of theory: the ωB97M-V functional and the def2-TZVPD basis

The geometry in XYZ format:
```
19
Properties=species:S:1:pos:R:3:forces:R:3
O 0.748873 2.753348 1.940916 -0.7 -0.4 0.2
N -0.580281 2.714307 0.056980 0.4 -0.9 -0.9
C 0.607334 -0.318301 -0.155922 0.3 -1.3 -0.6
C 0.489466 -3.042961 0.493278 -1.6 3.0 -1.2
C -0.168830 -1.578323 -0.005982 2.8 -0.3 2.2
C -0.149487 2.304257 1.229251 0.6 0.8 0.1
C 0.335661 0.787124 -1.208266 -2.2 -0.5 -0.6
C -0.902189 1.608527 -0.847716 -0.9 1.8 -1.0
H 1.564478 -2.859203 0.501490 -0.1 -0.5 -0.2
H -0.081391 -0.031556 0.687049 0.3 1.1 1.3
H 0.964367 1.648130 -1.455208 1.4 -0.9 0.9
H -1.153784 -1.320776 0.350410 -1.0 -0.9 -1.0
H 0.163020 0.223501 -2.136775 0.0 0.2 0.0
H -1.817209 1.049319 -0.548493 0.4 -0.3 0.0
H 1.662274 -0.359405 0.101060 0.0 -0.6 0.0
H -0.799136 1.441712 1.592101 0.1 -0.6 0.3
H 0.125769 -3.359996 1.487361 0.0 0.5 -0.5
H 0.112664 -3.768149 -0.257956 0.6 0.3 0.4
H -1.121599 2.108444 -1.823578 -0.5 -0.4 0.7
```
Positions in Å, forces in eV/Å.

## Properties
Total energy   -364.95703 hartree
Energy above the lowest of the compared OMol25 structures with the same formula, charge and spin   720.5 kJ/mol
Kohn-Sham gap   0.15798 Eh
Total charge   0

Mulliken charges in e: atom 1 (O): -0.63, atom 2 (N): -0.55, atom 3 (C): -0.09, atom 4 (C): -0.95, atom 5 (C): -0.16, atom 6 (C): 0.11, atom 7 (C): -0.57, atom 8 (C): -0.60, atom 9 (H): 0.32, atom 10 (H): -0.14, atom 11 (H): 0.42, atom 12 (H): 0.39, atom 13 (H): 0.33, atom 14 (H): 0.37, atom 15 (H): 0.39, atom 16 (H): 0.36, atom 17 (H): 0.31, atom 18 (H): 0.33, atom 19 (H): 0.34

---

Entry 4:
Formula: C5H10N3
Source: the Open Molecules 2025 dataset
Level of theory: the ωB97M-V functional and the def2-TZVPD basis

The geometry in XYZ format:
```
18
Properties=species:S:1:pos:R:3:forces:R:3
N 3.211980 -0.057334 0.001691 0.2 0.2 0.0
N 1.128477 1.048166 0.003271 -3.0 -1.1 0.0
N -0.293485 0.621113 0.026878 3.6 0.4 0.0
C -1.349665 1.580935 -0.010894 -0.6 0.5 0.2
C -0.281355 -0.716035 0.013149 0.5 0.2 0.0
C 1.022000 -1.176142 -0.005507 0.0 0.2 0.0
C 1.881010 -0.066633 0.004194 -0.6 -0.2 0.0
C -1.530061 -1.507644 0.013489 -0.2 -0.1 -0.1
H -1.851377 -1.696483 -1.010763 0.0 0.0 -0.1
H 1.371838 2.016217 0.130128 -0.1 0.0 0.0
H -2.328928 -0.985874 0.532679 -0.1 0.0 0.1
H 1.324997 -2.202271 -0.022746 0.1 -0.2 0.0
H -1.787009 1.733334 0.979128 0.1 0.0 -0.1
H 3.711126 -0.928441 -0.039211 0.0 0.1 0.0
H -2.127990 1.246680 -0.697372 0.1 0.0 0.0
H -1.361396 -2.469438 0.493336 0.0 0.0 0.0
H -0.959536 2.529820 -0.373083 0.0 0.0 0.0
H 3.738707 0.798691 0.004401 0.1 -0.1 0.0
```
Positions in Å, forces in eV/Å.

## Properties
Total energy   -360.54886 hartree
Energy above the lowest of the compared OMol25 structures with the same formula, charge and spin   68.9 kJ/mol
Kohn-Sham gap   0.37929 Eh
Total charge   +1

Mulliken charges in e: atom 1 (N): -0.41, atom 2 (N): -0.25, atom 3 (N): 0.22, atom 4 (C): -0.84, atom 5 (C): 0.45, atom 6 (C): -0.68, atom 7 (C): 0.77, atom 8 (C): -1.33, atom 9 (H): 0.30, atom 10 (H): 0.22, atom 11 (H): 0.38, atom 12 (H): 0.35, atom 13 (H): 0.32, atom 14 (H): 0.21, atom 15 (H): 0.36, atom 16 (H): 0.38, atom 17 (H): 0.33, atom 18 (H): 0.21

---

Entry 5:
Formula: C4H10NO2P
Source: the Open Molecules 2025 dataset
Level of theory: the ωB97M-V functional and the def2-TZVPD basis

The geometry in XYZ format:
```
18
Properties=species:S:1:pos:R:3:forces:R:3
P -0.786917 0.486298 1.968931 2.7 -1.1 -0.9
O 0.408288 1.541322 2.386991 0.2 0.5 -0.3
O -0.301159 -0.591031 3.162221 -1.7 -1.6 0.4
N -0.359803 -1.330940 -0.685262 2.5 -1.5 1.2
C 0.528390 -0.636402 0.084094 -0.2 4.2 1.5
C -0.916016 -0.551149 -1.732441 0.3 0.8 0.0
C -0.245050 0.868377 -1.637139 -1.9 -0.4 3.6
C 0.990500 0.582922 -0.791974 0.6 -0.8 3.3
H -0.614450 -0.833787 -2.682346 0.3 -1.6 -2.0
H -1.052240 1.410835 -1.027008 1.7 0.2 -0.8
H 1.319822 1.183098 2.411084 -0.8 0.0 -0.1
H -1.961221 -0.713462 -1.619970 -1.2 1.1 -0.5
H 0.101727 1.399760 -2.475373 -0.6 0.3 -1.6
H -1.000581 -1.254784 3.429280 1.1 1.2 -0.5
H -0.757279 -2.037577 -0.095273 -1.2 -0.3 -1.0
H 1.431963 1.395690 -0.087851 -1.1 -1.0 -1.4
H 1.866420 0.148023 -1.279821 -0.1 0.4 -0.9
H 1.347606 -1.067193 0.671857 -0.6 -0.5 -0.1
```
Positions in Å, forces in eV/Å.

## Properties
Total energy   -704.92641 hartree
Energy above the lowest of the compared OMol25 structures with the same formula, charge and spin   358.0 kJ/mol
Kohn-Sham gap   0.26324 Eh
Total charge   0

Mulliken charges in e: atom 1 (P): 0.33, atom 2 (O): -0.46, atom 3 (O): -0.50, atom 4 (N): -0.26, atom 5 (C): -0.65, atom 6 (C): -0.71, atom 7 (C): -0.50, atom 8 (C): -0.35, atom 9 (H): 0.25, atom 10 (H): 0.17, atom 11 (H): 0.31, atom 12 (H): 0.40, atom 13 (H): 0.40, atom 14 (H): 0.30, atom 15 (H): 0.30, atom 16 (H): 0.27, atom 17 (H): 0.30, atom 18 (H): 0.40